C45H37BrN2O3PdS3SbSe as an isolated structure. Source: the Open Molecules 2025 dataset; level of theory: the ωB97M-V functional and the def2-TZVPD basis.

Each line ends with the Löwdin charge.
CARTESIAN COORDINATES (ANGSTROEM)
Pd1 -1.1776 0.8808 -0.4412  0.5834
O1 0.4898 -0.5752 -1.1359  -0.4559
C1 1.2830 0.4923 -1.6375  -0.6031
C2 0.4729 1.1466 -2.7443  -0.4133
C3 0.6729 2.1776 -3.5943  -0.0721
C4 -0.5203 2.5166 -4.3162  -0.1143
C5 -1.5933 1.7596 -3.9809  -0.3362
S1 -1.1382 0.5214 -2.8719  1.0587
C6 2.5721 -0.0421 -2.2024  -0.4698
C7 3.7824 0.5811 -2.2715  -0.1043
C8 4.7347 -0.1620 -3.0188  -0.1593
C9 4.2201 -1.3221 -3.5072  -0.3773
S2 2.5743 -1.5254 -3.0748  1.0928
C10 1.5099 1.5036 -0.5365  -0.4816
C11 1.1421 2.8229 -0.4607  -0.1261
C12 1.5058 3.4242 0.7706  -0.1558
C13 2.1541 2.5579 1.5966  -0.3729
S3 2.3360 1.0088 0.8975  1.1134
H1 1.6126 2.7016 -3.6937  0.1349
H2 -0.5593 3.2941 -5.0655  0.1210
H3 -2.5805 1.7778 -4.4097  0.0848
H4 3.9867 1.5298 -1.7962  0.1208
H5 5.7564 0.1488 -3.1757  0.1095
H6 4.7233 -2.0777 -4.0875  0.0726
H7 0.6572 3.3487 -1.2705  0.1041
H8 1.2931 4.4503 1.0305  0.1139
H9 2.5399 2.7540 2.5841  0.0797
C14 0.3536 -4.2607 -1.9984  -0.0396
C15 -0.9516 -3.6099 -2.3451  -0.2800
C16 -1.6370 -4.0730 -3.4728  -0.0291
C17 -2.8623 -3.5563 -3.8597  -0.0511
C18 -3.4563 -2.5593 -3.0967  -0.0662
C19 -2.7915 -2.0919 -1.9788  -0.1894
C20 -1.5384 -2.5825 -1.6175  -0.2930
Sb1 -0.8919 -1.7335 0.2341  1.7921
C21 0.8244 -2.6030 1.1931  -0.2476
C22 2.0120 -2.6306 0.4700  -0.1429
C23 3.1693 -3.1649 1.0042  -0.0581
C24 3.1434 -3.6875 2.2887  -0.0514
C25 1.9660 -3.6453 3.0138  -0.0352
C26 0.7860 -3.0974 2.5001  -0.2755
C27 -0.4100 -3.1135 3.4175  -0.0430
C28 -2.7126 -2.0730 1.2723  -0.2933
C29 -3.4625 -1.0154 1.7694  -0.1315
C30 -4.6871 -1.2517 2.3688  -0.0553
C31 -5.1575 -2.5539 2.4625  -0.0514
C32 -4.4066 -3.6020 1.9553  -0.0273
C33 -3.1749 -3.3860 1.3403  -0.2933
C34 -2.4113 -4.5664 0.8006  -0.0446
H10 0.4162 -5.2392 -2.4708  0.0894
H11 0.4829 -4.4026 -0.9254  0.0653
H12 1.1938 -3.6638 -2.3580  0.0265
H13 -1.1930 -4.8751 -4.0490  0.1179
H14 -3.3589 -3.9477 -4.7372  0.1125
H15 -4.4250 -2.1558 -3.3579  0.1131
H16 -3.2750 -1.3210 -1.3803  0.0524
H17 2.0437 -2.2090 -0.5272  0.0484
H18 4.0784 -3.1635 0.4187  0.1138
H19 4.0347 -4.1124 2.7298  0.1128
H20 1.9482 -4.0348 4.0240  0.1189
H21 -0.0703 -3.0056 4.4470  0.0868
H22 -0.9372 -4.0682 3.3516  0.0924
H23 -1.1253 -2.3187 3.2242  0.0524
H24 -3.1078 0.0031 1.6859  0.0476
H25 -5.2669 -0.4252 2.7560  0.1143
H26 -6.1117 -2.7548 2.9299  0.1127
H27 -4.7757 -4.6165 2.0388  0.1210
H28 -2.5686 -5.4357 1.4384  0.0942
H29 -1.3288 -4.4069 0.7620  0.0498
H30 -2.7425 -4.8242 -0.2072  0.0954
Br1 1.0528 0.1824 7.2144  0.7738
C35 0.1391 1.1474 5.8757  -0.6571
C36 -0.3996 2.3973 6.1663  -0.1619
N1 -1.0504 3.1273 5.2714  0.0931
C37 -1.1906 2.6423 4.0462  -0.0616
C38 -0.6867 1.4021 3.6685  -0.1037
C39 -0.0049 0.6302 4.6039  -0.0341
C40 -0.8570 0.8816 2.2904  -0.5796
O2 -1.3389 1.6583 1.4150  -0.1514
O3 -0.5110 -0.2937 2.0400  -0.1389
H31 -0.2947 2.8146 7.1607  0.1107
H32 -1.7245 3.2531 3.3288  0.1263
H33 0.4015 -0.3339 4.3301  0.1121
Se1 -3.4767 1.5618 -0.7282  0.8513
C41 -3.1252 3.2869 -1.4577  -0.6255
C42 -2.1548 4.1213 -0.9167  -0.1147
C43 -1.9421 5.3543 -1.5190  -0.1363
N2 -2.6404 5.7981 -2.5563  0.0715
C44 -3.6005 5.0143 -3.0315  -0.1357
C45 -3.8730 3.7474 -2.5353  -0.1251
H34 -1.5866 3.8327 -0.0414  0.0821
H35 -1.1767 6.0199 -1.1344  0.1112
H36 -4.1758 5.4058 -3.8627  0.1121
H37 -4.6450 3.1383 -2.9858  0.1030

Output
- relative energy (zero: lowest compared OMol25 entry of this formula, charge and spin) (eV) = 0.000
- net charge = +1
- LUMO (alpha / beta) (eV) = -4.5 / -4.5


A 2-piece molecular cluster, C4H10O2 overall. Source: the Open Molecules 2025 dataset; level of theory: the ωB97M-V functional and the def2-TZVPD basis.

Each line ends with the Löwdin charge.
CARTESIAN COORDINATES (ANGSTROEM)
C1 0.8292 -1.3221 -1.6539  -0.0896
C2 0.0705 -1.5232 -0.5757  -0.0780
C3 0.5032 0.7580 0.4690  -0.2795
O1 0.8021 1.1257 -0.8587  -0.0909
C4 -0.9432 0.6432 1.0221  -0.2495
O2 -1.1148 1.8679 1.7219  -0.0781
H1 0.3767 -1.1273 -2.6211  0.0830
H2 0.9205 0.3304 -1.4313  0.0024
H3 1.9022 -1.4831 -1.6341  0.0831
H4 -0.9990 -1.3392 -0.6063  0.0727
H5 0.4601 -1.9497 0.3397  0.0769
H6 1.1919 0.0484 0.9579  0.1218
H7 0.7719 1.7307 0.8302  0.1127
H8 -1.0437 -0.2092 1.7229  0.1162
H9 -1.7173 0.5248 0.2491  0.1123
H10 -2.0104 1.9247 2.0684  0.0845

Output
- relative energy (zero: lowest compared OMol25 entry of this formula, charge and spin) (eV) = 3.276
- net charge = 0
- SMILES = OCCO.C=C
- LUMO (eV) = 0.8


C43H33AsClF6IN3NaO4 as an isolated structure. Source: the Open Molecules 2025 dataset; level of theory: the ωB97M-V functional and the def2-TZVPD basis.

Each line ends with the Löwdin charge.
CARTESIAN COORDINATES (ANGSTROEM)
Na1 -0.1303 0.1579 -1.2994  0.3427
C1 1.3424 -2.8467 -0.4786  -0.2021
C2 0.7588 -2.6121 -1.7336  -0.2008
C3 1.5527 -1.6708 -2.4190  -0.2127
C4 2.6281 -1.3114 -1.5796  -0.1998
C5 2.4973 -2.0477 -0.3804  -0.2426
H1 0.9488 -3.4968 0.2951  0.0650
H2 -0.1529 -3.0603 -2.1076  0.0771
H3 1.3829 -1.3147 -3.4284  0.0773
H4 3.4210 -0.6161 -1.8311  0.0642
H5 3.1731 -2.0474 0.4672  0.0187
Cl1 -6.4529 -2.2079 1.7954  0.5907
C6 -5.1473 -1.7188 0.7264  -0.6362
C7 -5.4118 -1.4863 -0.5941  -0.2177
C8 -4.4058 -1.0956 -1.4835  -0.6674
I1 -4.8890 -0.7670 -3.4818  0.8099
C9 -3.0656 -0.8932 -1.0898  -0.4662
O1 -2.1228 -0.5338 -1.8271  -0.1055
C10 -2.8080 -1.1837 0.3398  -0.1261
N1 -1.5238 -1.0499 0.7235  0.1501
C11 -1.2028 -1.2938 1.9692  -0.1595
C12 -2.1398 -1.6863 2.9394  -0.0700
C13 -3.4527 -1.8248 2.5736  -0.0502
C14 -3.8290 -1.5813 1.2363  -0.1888
H6 -6.4229 -1.6082 -0.9617  0.0768
H7 -0.1543 -1.1840 2.2320  0.0671
H8 -1.8142 -1.8731 3.9559  0.0934
H9 -4.2043 -2.1259 3.2912  0.0752
O2 -3.8254 7.2366 -0.7048  -0.0508
C15 -2.4516 6.9560 -0.5940  -0.2528
N2 -2.1760 6.0459 0.5086  0.0946
C16 -2.7208 4.7964 0.4592  -0.4439
O3 -3.5408 4.4924 -0.3930  0.0850
C17 -2.3125 3.8696 1.5623  -0.1181
C18 -2.6254 4.1622 2.8801  -0.0253
C19 -2.2826 3.2511 3.8665  -0.0681
C20 -1.6095 2.1032 3.4875  -0.1501
N3 -1.2662 1.8329 2.2316  0.1055
C21 -1.6226 2.6881 1.2793  -0.0429
H10 -4.2357 6.3687 -0.8390  0.0693
H11 -1.9414 7.8936 -0.3841  0.1227
H12 -2.0665 6.5281 -1.5214  0.1179
H13 -1.3324 6.1591 1.0450  0.1332
H14 -3.1520 5.0776 3.1249  0.1136
H15 -2.5208 3.4259 4.9076  0.0974
H16 -1.3119 1.3705 4.2325  0.1088
H17 -1.2996 2.4511 0.2680  0.1167
C22 6.6725 1.7765 1.1007  -0.1126
C23 6.1332 0.5700 0.6765  -0.0881
C24 4.8126 0.2512 0.9618  -0.1030
C25 4.0123 1.1290 1.6893  -0.3580
C26 4.5584 2.3407 2.1040  -0.1093
C27 5.8785 2.6627 1.8119  -0.1006
As1 2.1122 0.6509 1.9832  1.4098
C28 1.7936 1.9699 3.3838  -0.3498
C29 1.4232 3.2948 3.1975  -0.1124
C30 1.1784 4.1018 4.3008  -0.0948
C31 1.2784 3.5767 5.5838  -0.0997
C32 1.6277 2.2478 5.7752  -0.0388
C33 1.8945 1.4370 4.6740  -0.1968
C34 2.2578 0.0068 4.7184  -0.1952
C35 2.4086 -0.7588 5.8709  -0.0426
C36 2.7204 -2.1068 5.7643  -0.1033
C37 2.8664 -2.6982 4.5156  -0.0915
C38 2.7119 -1.9421 3.3592  -0.0800
C39 2.4304 -0.5880 3.4617  -0.3108
H18 7.6998 2.0292 0.8654  0.0896
H19 6.7323 -0.1260 0.1015  0.0988
H20 4.4035 -0.6759 0.5804  0.0655
H21 3.9570 3.0468 2.6593  0.0869
H22 6.2814 3.6147 2.1390  0.0930
H23 1.3078 3.6916 2.1952  0.0897
H24 0.8873 5.1360 4.1592  0.0986
H25 1.0703 4.2063 6.4413  0.0922
H26 1.6899 1.8495 6.7815  0.0966
H27 2.2784 -0.3112 6.8495  0.0961
H28 2.8373 -2.7039 6.6610  0.0911
H29 3.0881 -3.7556 4.4383  0.0965
H30 2.7924 -2.4082 2.3846  0.0840
C40 2.6980 2.9679 -0.8301  0.0080
C41 1.3546 3.1348 -1.5598  -0.5210
O4 0.4798 2.1631 -1.3132  -0.1825
C42 0.7521 4.4984 -1.1288  -0.5137
F1 -0.4715 4.7265 -1.6307  0.1422
F2 0.6077 4.5477 0.2263  0.0970
F3 1.5046 5.5871 -1.4430  0.1172
C43 1.6686 3.2031 -3.0879  -0.5371
F4 0.5884 3.4902 -3.8376  0.1413
F5 2.6137 4.1354 -3.4223  0.0980
F6 2.1441 2.0276 -3.5145  0.1485
H31 2.4931 2.9543 0.2376  0.0425
H32 3.4297 3.7535 -1.0357  0.0924
H33 3.1039 1.9951 -1.1081  0.0900

Output
- relative energy (zero: lowest compared OMol25 entry of this formula, charge and spin) (eV) = 0.615
- net charge = -2
- LUMO (eV) = 3.8


C9H11N2O as an isolated structure. Source: the Open Molecules 2025 dataset; level of theory: the ωB97M-V functional and the def2-TZVPD basis.

Each line ends with the Löwdin charge.
CARTESIAN COORDINATES (ANGSTROEM)
C1 -3.1137 -1.0044 0.1759  -0.0776
C2 -3.5988 0.2262 -0.1047  -0.0481
C3 -1.7430 -1.3698 0.3067  0.0279
C4 -2.6632 1.2729 -0.2134  0.0377
C5 -0.8660 -0.3506 -0.0011  -0.0513
C6 -1.3117 0.9578 -0.0881  -0.1770
C7 2.7434 0.4154 0.8762  -0.1169
C8 2.8836 -0.2261 -0.5170  -0.1012
C9 0.5646 0.2810 0.1261  -0.3625
N1 1.3748 0.0558 1.1645  0.0760
N2 1.5730 0.0640 -1.1739  0.1618
O1 -0.0460 1.5044 -0.1274  0.0974
H1 -3.8617 -1.6946 0.3143  0.0860
H2 -4.6535 0.2883 0.1129  0.1260
H3 -1.4903 -2.3668 0.5881  0.1077
H4 -3.0228 2.2875 -0.3760  0.1225
H5 3.3572 0.0383 1.7101  0.1497
H6 2.8207 1.4482 0.9450  0.1097
H7 3.6827 0.2327 -1.2779  0.1756
H8 3.0196 -1.4099 -0.4567  0.1755
H9 1.2882 -0.9232 1.3779  0.1545
H10 1.7344 0.9723 -1.6227  0.1786
H11 1.3285 -0.6993 -1.7387  0.1481

Output
- relative energy (zero: lowest compared OMol25 entry of this formula, charge and spin) (eV) = 2.649
- net charge = +1
- LUMO (eV) = -3.2


Q: Among the records above, which one has the lowest relative energy (zero: lowest compared OMol25 entry of this formula, charge and spin)?
A: C45H37BrN2O3PdS3SbSe